ORCA calculation (wB97M-V/def2-TZVPD) on a single C4H9NO molecule in a non-equilibrium geometry.

Results
Highest occupied orbital energy (spin up / spin down)   -8.059 / -8.315 eV
Orbital gap (spin up / spin down)   6.9 / 7.5 eV
Total charge   0
ΔE to the lowest compared entry with this formula, charge and spin   4.527 eV

```
15
C4H9NO (wB97M-V/def2-TZVPD)
C 0.14076 0.15659 0.81164
C -0.41113 1.20101 -1.08356
C 1.35446 -0.28371 1.49332
C -0.20911 -0.37859 -0.53412
N -1.49380 -1.06128 -0.43910
O 0.78676 -0.91972 -1.16028
H -0.49551 0.88412 1.31122
H -1.33703 -2.04471 -0.24839
H -2.04872 -0.96925 -1.28453
H 1.73727 -1.20954 1.04923
H -1.18814 1.79213 -0.59928
H 0.54231 1.72534 -1.12486
H -0.71927 1.02907 -2.11438
H 2.15557 0.45655 1.35282
H 1.18558 -0.37803 2.57027
```